Entry 1:
Computed, not measured: a molecular structure, C45H31N4O6PTa, with ωB97M-V with the def2-TZVPD basis set.

Positions of all 88 atoms, in Å:
O (1.230, 0.400, 4.534)
H (2.630, -5.103, 0.254)
H (4.393, 0.831, -4.307)
H (2.789, -2.906, -3.448)
C (1.088, 1.057, -3.770)
H (5.564, 2.779, 0.639)
C (3.248, -0.379, -2.966)
O (-2.022, -1.046, 0.124)
C (2.301, 1.362, -4.305)
C (-0.968, -3.213, 2.815)
C (-3.619, 1.581, -2.660)
N (-0.232, -2.891, 1.713)
C (1.990, -0.692, -2.444)
C (-3.199, 2.791, -2.205)
H (1.655, 2.131, 2.240)
C (1.237, -3.480, -0.075)
Ta (-0.151, -0.804, 0.921)
C (-3.729, 0.005, 3.126)
C (-0.864, -1.548, -3.163)
H (-0.131, -2.271, -3.505)
C (4.829, -5.737, -3.120)
C (3.662, 2.435, 1.579)
C (-2.827, -0.310, 2.137)
C (2.533, -3.014, -2.393)
P (0.004, 1.726, 0.002)
C (3.971, 2.647, -0.791)
O (-4.241, -0.948, 0.354)
C (3.413, 0.628, -3.890)
C (-2.723, 0.476, -2.696)
N (-1.460, -0.203, 2.328)
C (-1.742, 5.277, 2.373)
C (0.344, -3.874, 1.001)
H (0.571, -5.983, 0.712)
C (-3.267, 0.441, 4.374)
H (-2.540, -2.755, -3.777)
C (-1.908, 0.513, 4.600)
H (-1.380, -2.396, 3.390)
C (-2.332, 4.027, 2.504)
H (-4.224, -1.328, -0.545)
H (-3.205, 3.904, 3.135)
N (0.931, 0.056, -2.849)
O (0.927, -0.315, 2.484)
H (-1.712, 3.816, -1.049)
H (-4.162, -0.904, -3.523)
H (4.062, 2.473, 2.584)
C (-3.064, -0.792, 0.820)
C (2.280, -4.341, -0.439)
C (-1.052, 1.839, -1.513)
H (4.085, -0.988, -2.656)
C (-1.387, 0.655, -2.263)
H (-3.852, 3.656, -2.240)
C (2.830, -4.146, -1.680)
C (2.308, 2.215, 1.381)
H (-0.159, 6.403, 1.455)
C (-0.461, -0.346, -2.646)
C (-1.942, 2.892, -1.562)
H (4.613, 2.856, -1.640)
H (0.182, 1.549, -4.091)
H (-4.791, -0.095, 2.921)
H (0.812, 0.669, 5.368)
C (-3.129, -0.779, -3.210)
H (-3.966, 0.700, 5.159)
O (4.676, -6.719, -2.509)
H (0.783, 4.475, 0.268)
H (-0.811, -6.566, 2.683)
C (1.863, -1.968, -1.725)
H (-1.771, -4.716, 4.086)
C (2.614, 2.421, -0.991)
H (-4.633, 1.446, -3.025)
C (-0.635, -5.527, 2.426)
H (2.376, 2.146, -5.046)
N (1.116, -2.224, -0.610)
C (0.137, -5.209, 1.328)
C (-0.092, 4.340, 0.892)
C (-1.181, -4.503, 3.204)
C (-1.008, 0.172, 3.589)
C (1.776, 2.172, 0.084)
C (-1.809, 2.937, 1.821)
C (-2.229, -1.800, -3.372)
H (-2.312, 1.986, 1.893)
H (-1.545, 0.825, 5.576)
C (-0.624, 5.431, 1.563)
O (5.001, -4.761, -3.745)
H (-2.158, 6.132, 2.891)
C (0.404, 0.105, 3.600)
H (2.204, 2.496, -1.983)
C (4.503, 2.624, 0.486)
C (-0.685, 3.081, 1.014)

Output
* E_LUMO (spin up / spin down): -0.3714 / -0.3698 hartree
* charge: +3
* Kohn-Sham gap (spin up / spin down): 3.842 / 3.879 eV
* 2S+1: 1

Entry 2:
Computed, not measured: 10 unconnected molecules or ions with the total composition C20H57O12, with ωB97M-V with the def2-TZVPD basis set.

Positions of all 89 atoms, in Å:
H (48.896, 41.153, 17.455)
C (46.084, 45.025, 11.559)
H (46.365, 48.139, 10.045)
C (42.384, 44.315, 14.016)
H (47.608, 39.114, 19.935)
H (40.206, 42.175, 12.412)
H (45.921, 39.223, 10.890)
C (40.921, 41.354, 12.300)
H (42.426, 41.006, 19.676)
O (47.068, 44.527, 17.696)
H (39.950, 41.967, 16.835)
H (45.863, 42.051, 15.321)
O (47.738, 42.433, 13.271)
H (42.159, 36.809, 16.499)
O (42.848, 41.731, 17.129)
C (45.441, 37.615, 15.537)
H (44.113, 39.495, 9.017)
H (45.413, 37.926, 11.993)
H (46.180, 44.605, 17.767)
H (48.462, 44.130, 16.161)
O (49.847, 39.245, 18.130)
H (43.651, 36.343, 17.451)
H (47.063, 40.888, 17.589)
O (45.226, 41.434, 15.266)
H (43.216, 41.338, 16.170)
O (44.012, 40.943, 11.003)
C (43.984, 37.875, 15.853)
H (45.584, 44.097, 11.464)
H (45.680, 37.106, 14.523)
C (40.371, 41.560, 17.584)
C (41.835, 40.983, 17.605)
H (48.357, 41.061, 19.150)
H (42.074, 45.307, 14.427)
C (43.637, 38.895, 9.827)
H (41.471, 43.818, 13.727)
C (45.605, 46.258, 10.910)
H (45.502, 39.317, 12.609)
H (47.163, 47.525, 11.305)
H (46.954, 42.190, 12.831)
C (48.523, 39.281, 17.903)
H (46.885, 38.180, 18.709)
H (42.843, 43.947, 14.782)
H (50.261, 38.422, 17.946)
O (44.712, 46.946, 11.778)
H (41.767, 40.306, 16.841)
H (43.661, 39.065, 14.385)
C (47.809, 38.455, 19.098)
H (39.538, 40.916, 17.728)
H (41.479, 39.707, 19.378)
H (48.298, 37.687, 19.379)
H (43.368, 35.683, 15.943)
H (40.301, 42.422, 18.548)
H (43.945, 43.551, 12.904)
C (44.047, 39.605, 11.178)
C (48.083, 41.104, 13.066)
H (40.640, 40.851, 11.409)
H (43.591, 37.806, 10.070)
H (43.157, 39.689, 18.919)
H (43.699, 38.694, 16.468)
C (45.290, 38.943, 11.638)
C (48.143, 40.712, 18.022)
H (48.598, 40.811, 11.961)
H (47.244, 40.429, 13.464)
H (48.795, 40.856, 13.741)
C (46.663, 47.151, 10.524)
O (44.985, 42.119, 13.153)
H (44.305, 41.416, 11.755)
H (44.054, 46.298, 12.028)
H (47.398, 46.708, 9.911)
H (41.839, 40.686, 13.458)
O (43.437, 40.804, 14.104)
C (42.256, 40.248, 18.955)
O (43.428, 38.281, 14.613)
O (43.269, 44.402, 12.900)
H (48.216, 38.749, 16.799)
H (46.039, 37.227, 16.234)
H (45.196, 45.833, 10.116)
C (43.262, 36.762, 16.410)
C (44.531, 41.504, 14.159)
H (41.769, 41.737, 12.122)
H (42.715, 39.344, 9.462)
H (46.230, 45.203, 12.641)
O (40.889, 40.675, 13.516)
H (47.133, 44.788, 11.222)
H (43.296, 39.370, 12.052)
H (46.065, 38.585, 15.264)
H (46.977, 43.289, 16.070)
C (47.357, 44.186, 16.372)
H (47.109, 44.879, 15.688)

Output
* E_LUMO: 0.0863 hartree
* charge: -1
* Kohn-Sham gap: 9.035 eV
* 2S+1: 1

Entry 3:
Computed, not measured: a molecular structure, C54H74AsFGeHfN5O3PS3Si3, with ωB97M-V with the def2-TZVPD basis set.

Positions of all 147 atoms, in Å:
H (6.093, -2.770, -2.809)
H (2.490, -3.492, -3.852)
H (6.776, -2.882, 3.721)
C (-2.980, 0.359, -4.207)
C (6.835, -4.553, 0.749)
C (2.247, 0.236, 5.353)
C (0.706, -4.920, -0.918)
H (2.280, 0.888, -3.569)
H (1.620, -3.706, 1.795)
H (3.116, -1.312, 6.551)
H (4.335, -2.866, 4.104)
H (-3.670, 0.228, -5.034)
H (0.402, 5.243, 0.259)
C (-2.734, 1.283, 0.262)
C (2.178, 1.744, 7.675)
C (-4.083, 1.558, 0.842)
C (4.737, -3.162, 0.497)
H (-2.896, -4.390, 5.422)
S (1.401, 0.258, 2.333)
C (-4.222, -1.298, -1.869)
H (6.589, 1.157, 2.342)
H (0.233, 4.368, -1.266)
H (3.036, 0.037, 8.633)
C (1.704, 2.281, 6.490)
H (3.340, 7.128, 4.881)
C (4.093, -0.843, 3.443)
H (-4.836, 1.675, 0.069)
H (-3.350, 1.180, -3.605)
C (1.810, 0.319, -4.362)
S (-1.057, -2.244, 1.297)
N (-2.129, -1.629, 3.645)
C (-0.593, 2.035, -2.524)
H (-4.001, 3.150, -1.291)
O (1.374, -1.855, 0.082)
H (-2.610, -3.881, -0.128)
H (2.687, 4.147, 0.904)
H (6.897, -5.309, -0.037)
N (-1.886, 0.480, 0.866)
H (-3.175, -2.712, 5.877)
Si (-2.847, -1.274, -3.208)
C (1.064, 4.548, 3.088)
H (-2.025, 0.654, -4.628)
N (5.411, -2.236, -0.269)
C (1.475, 6.793, 3.883)
H (-4.352, 0.723, 1.486)
Ge (-0.646, -1.663, -2.061)
C (3.452, -0.904, -0.516)
Si (1.116, -1.378, -3.805)
H (0.752, -4.525, 0.088)
H (7.897, -0.867, 2.843)
H (1.639, -4.684, -1.421)
C (0.660, 5.869, 3.253)
C (2.675, 0.449, 7.701)
C (3.157, 5.120, 4.157)
H (5.995, -4.258, -1.873)
Si (-0.792, -4.184, -1.846)
H (4.134, 4.815, 4.508)
H (1.328, 3.293, 6.450)
H (5.369, -0.404, -1.246)
H (1.131, 7.805, 4.014)
H (-0.751, 3.532, -4.041)
H (1.167, -2.296, -6.125)
N (-1.097, 1.437, -1.445)
C (1.726, 1.516, 5.338)
H (7.318, -4.973, 1.631)
C (7.549, -3.282, 0.313)
H (0.008, 2.696, 3.223)
H (-3.038, 4.221, -3.310)
C (2.647, -1.891, 0.108)
C (2.717, 6.417, 4.360)
H (-0.872, 3.976, 2.416)
C (-2.423, -4.594, -0.924)
H (5.171, -6.004, 2.281)
H (-1.775, -5.120, -4.003)
C (-2.296, 1.867, -0.983)
C (6.196, -1.999, 3.492)
H (-4.610, -2.304, -1.744)
H (2.752, -2.648, -2.339)
C (-1.826, -1.194, 2.426)
O (3.584, 1.167, -1.630)
H (7.664, -2.625, 1.175)
N (-2.255, 0.003, 2.070)
H (-2.557, -0.959, 4.272)
As (0.546, 2.726, 0.728)
H (1.038, 0.930, -4.820)
H (-3.840, -0.974, -0.903)
H (2.695, 3.189, 3.381)
H (3.057, 2.416, 1.088)
C (-0.832, -5.206, -3.477)
C (0.369, -2.069, -5.428)
H (-0.319, 6.173, 2.912)
C (2.658, -3.875, 1.561)
H (-0.698, -6.255, -3.227)
H (-0.195, -2.978, -5.262)
C (-1.231, 3.057, -3.202)
C (-2.496, 3.455, -2.777)
C (3.337, -4.931, 2.116)
C (0.121, 3.530, 2.529)
C (3.354, -2.985, 0.738)
C (-1.920, -2.969, 4.146)
H (7.565, -3.665, -2.430)
C (2.723, -0.304, 6.542)
H (-0.036, -4.934, -4.160)
H (2.573, 0.159, -5.119)
C (-3.222, -2.580, -4.556)
H (2.729, 3.066, -0.509)
H (8.540, -3.514, -0.078)
H (-5.058, -0.656, -2.132)
C (6.592, -3.366, -2.048)
C (6.827, -0.867, 3.001)
C (4.728, 0.291, 2.954)
C (-3.079, -3.392, 5.034)
H (-4.016, -3.406, 4.481)
H (4.150, 1.186, 2.770)
H (-0.981, -3.017, 4.708)
H (-4.167, -2.351, -5.040)
C (6.092, 0.275, 2.724)
C (4.794, -1.134, -0.690)
S (1.586, -2.588, 4.228)
C (5.391, -4.281, 1.042)
H (-1.838, -3.635, 3.284)
H (-2.382, -5.578, -0.466)
H (7.245, -1.602, -0.996)
H (-1.142, 4.489, -0.162)
H (-2.457, -2.560, -5.325)
H (-0.286, -1.346, -5.898)
H (0.640, -6.002, -0.843)
C (2.455, 3.143, 0.544)
C (2.859, 0.338, -1.112)
F (2.706, -5.788, 2.920)
H (3.535, -2.082, -3.806)
H (2.160, 2.337, 8.578)
Hf (0.069, -0.178, 0.080)
O (1.566, 0.454, -1.074)
P (2.297, -0.807, 3.845)
C (-0.058, 4.377, -0.218)
C (4.829, -1.989, 3.708)
C (2.619, -2.510, -3.407)
C (-3.032, 2.853, -1.657)
H (0.384, 1.691, -2.826)
H (1.343, 1.909, 4.413)
H (-3.277, -4.574, -1.596)
H (-4.069, 2.455, 1.460)
H (-3.284, -3.588, -4.166)
C (4.683, -5.146, 1.848)
C (6.748, -2.551, -0.762)
C (2.343, 4.201, 3.520)

Output
* E_LUMO (spin up / spin down): -0.1212 / -0.1859 hartree
* charge: +1
* Kohn-Sham gap (spin up / spin down): 6.601 / 4.842 eV
* 2S+1: 2

Entry 4:
Computed, not measured: 2 unconnected molecules or ions with the total composition C6H11N2, with ωB97M-V with the def2-TZVPD basis set.

Positions of all 19 atoms, in Å:
H (-1.563, 0.483, 1.334)
H (-0.775, -1.090, -1.602)
H (2.315, -1.609, -0.863)
H (1.453, -2.119, -2.126)
H (1.682, -0.305, 1.008)
N (-1.782, 3.071, -0.604)
C (0.438, 1.815, -0.362)
H (-2.261, -0.212, -0.182)
H (0.971, 1.962, 0.594)
C (1.308, -1.544, -1.286)
C (0.703, -0.458, 1.339)
H (0.462, -1.525, 1.760)
H (-1.781, -1.310, 1.135)
H (0.168, 0.313, 2.021)
C (-0.746, 2.524, -0.639)
C (0.128, -1.005, -0.982)
C (-1.527, -0.301, 0.581)
H (1.003, 1.650, -1.301)
N (-0.197, -0.340, 0.175)

Output
* E_LUMO (spin up / spin down): -0.2313 / -0.2571 hartree
* charge: +1
* Kohn-Sham gap (spin up / spin down): 7.988 / 6.863 eV
* 2S+1: 1

Entry 5:
Computed, not measured: C12H15N3O in the gas phase, with ωB97M-V with the def2-TZVPD basis set.

Positions of all 31 atoms, in Å:
H (2.153, -3.119, 2.815)
H (1.238, -0.636, -2.917)
C (1.558, -2.425, 2.252)
H (2.161, 0.822, -3.438)
H (-2.736, -0.988, 0.252)
N (-0.487, 0.766, -1.349)
N (-1.612, 1.115, -2.063)
C (1.205, 0.469, -3.070)
C (1.775, -2.257, 0.862)
C (-1.106, 0.200, 2.752)
H (0.539, -1.632, 3.958)
N (1.015, -1.488, 0.073)
C (0.063, -0.746, 0.650)
C (-0.816, -0.087, -0.303)
C (0.633, -1.596, 2.871)
C (1.013, 2.686, -1.910)
C (-2.179, -0.295, -0.375)
H (-1.806, 0.612, 2.048)
C (0.868, 1.186, -1.758)
H (2.533, -2.870, 0.412)
H (1.523, 0.908, -0.947)
H (0.667, 2.958, -2.918)
H (-2.316, -1.304, 3.211)
C (-2.620, 0.539, -1.477)
C (-0.113, -0.688, 2.069)
H (2.068, 2.995, -1.859)
H (-0.598, 1.027, 3.270)
H (-3.667, 0.555, -1.836)
O (-1.829, -0.595, 3.700)
H (0.447, 3.202, -1.138)
H (0.427, 0.685, -3.836)

Output
* E_LUMO: 0.0251 hartree
* charge: 0
* Kohn-Sham gap: 9.565 eV
* 2S+1: 1

Entry 6:
Computed, not measured: a molecular structure, C5H13NO, with ωB97M-V with the def2-TZVPD basis set.

Positions of all 20 atoms, in Å:
H (2.416, 1.784, 0.478)
C (0.906, 0.585, 1.431)
H (-1.598, -2.587, -0.273)
H (1.477, 2.621, 1.732)
H (-1.041, 1.075, -1.832)
H (-1.286, -1.608, 1.152)
O (1.186, -0.602, 1.264)
C (1.942, 1.675, 1.452)
H (-0.449, -1.600, -2.430)
H (0.670, -2.298, -1.223)
H (-1.999, 1.032, -0.384)
H (-0.119, 0.887, 1.702)
C (0.220, -1.368, -1.584)
H (-2.521, -1.149, -0.005)
C (-1.505, -1.552, 0.086)
C (-0.976, 1.068, -0.743)
H (1.000, -0.708, -1.965)
H (2.716, 1.434, 2.184)
H (-0.524, 2.027, -0.510)
N (-0.515, -0.717, -0.532)

Output
* E_LUMO: 0.0317 hartree
* charge: 0
* Kohn-Sham gap: 8.224 eV
* 2S+1: 1

| no. | largest force on an atom (hartree/bohr) | DFT total energy (Ha) |
| --- | --- | --- |
| 1 | 0.043 | -2801.401971 |
| 2 | 0.199 | -1698.718567 |
| 3 | 0.071 | -9466.725812 |
| 4 | 0.086 | -344.300650 |
| 5 | 0.049 | -705.744009 |
| 6 | 0.094 | -328.154493 |